3 unconnected molecules or ions with the total composition C4H15N2O2, computed with wB97M-V/def2-TZVPD.

Cartesian coordinates (Å):
C 0.910 0.358 -0.510
C 0.047 1.565 -0.293
C -1.393 1.316 -0.646
C -2.052 0.193 -0.954
N -2.124 2.518 -0.587
N 0.556 -0.816 0.340
H 0.889 0.121 -1.573
H 1.960 0.554 -0.291
H 0.075 1.978 0.720
H 0.418 2.380 -0.918
H -3.115 0.176 -1.123
H -1.507 -0.721 -1.160
H -3.118 2.496 -0.481
H -1.666 3.278 -0.126
H 1.134 -0.888 1.185
H -0.388 -0.878 0.715
H 0.724 -1.724 -0.095
H 3.696 -0.045 3.114
H 4.727 -0.919 2.503
O 4.039 -0.329 2.247
H -1.168 -4.009 -0.071
H -1.539 -3.392 -1.421
O -1.107 -3.212 -0.575

Forces on atoms 1 to 3 (eV/Å):
1.1 0.5 -0.3
-0.5 -0.2 0.0
-2.0 1.6 0.2

E_HOMO, eV: -11.7
Charge: +1
DFT total energy, eV: -11459.9850
Energy relative to the best compared isomer or geometry (same formula, charge and spin), kcal/mol: 29.35
HOMO-LUMO gap, eV: 8.64

2 unconnected molecules or ions with the total composition C4H15N2O2, computed with wB97M-V/def2-TZVPD.

Cartesian coordinates (Å):
N 1.190 -0.176 -0.103
C -0.283 0.291 -0.053
C -0.900 -0.941 -0.766
C -2.297 -1.203 -0.405
O -2.272 -1.702 0.882
C -0.366 1.596 -0.727
N 0.840 2.459 -0.683
H 1.804 0.792 0.021
H 1.436 -0.699 0.736
H 1.583 -0.718 -0.871
H -0.613 0.536 1.107
H -0.738 -0.811 -1.769
H -0.323 -1.912 -0.592
H -2.914 -0.250 -0.024
H -2.926 -1.808 -1.156
H -3.251 -1.768 1.247
H -1.310 2.227 -0.402
H -0.451 1.377 -1.965
H 0.713 3.162 -0.052
H 1.065 2.887 -1.551
H 3.830 0.321 1.284
H 3.574 -1.022 2.080
O 3.195 -0.392 1.508

Forces on atoms 1 to 3 (eV/Å):
1.3 3.7 2.2
1.6 -1.7 2.5
0.3 -0.6 2.0

E_HOMO (spin up / spin down), eV: -17.5 / -17.5
Expectation value of S²: 0.754
Charge: +2
DFT total energy, eV: -11444.5245
2S+1: 2
Energy relative to the best compared isomer or geometry (same formula, charge and spin), kcal/mol: 98.96
HOMO-LUMO gap (spin up / spin down), eV: 10.16 / 4.19